Record 1
68
Properties=species:S:1:pos:R:3:forces:R:3 method="wB97M-V/def2-TZVPD" orbital_gap_ev=6.328 spin_multiplicity=1 relative_energy_kcal_mol=9.6 homo_ev=-6.4
C -1.649 -4.836 0.872 0.40 -0.16 0.21
C -2.205 -3.612 0.148 -0.13 -0.44 0.37
C -1.834 -3.531 -1.329 0.25 -0.01 -0.11
C -3.711 -3.692 0.277 -0.47 0.33 0.15
O -1.774 -2.365 0.853 0.38 -0.67 -1.22
C -0.496 -1.962 0.586 0.87 -0.36 -0.75
C -0.309 -0.496 0.806 -1.63 -0.27 -2.86
N 0.438 -0.209 1.842 2.38 2.98 2.42
C 0.589 1.039 2.294 -0.76 -2.27 -0.94
C 1.606 1.276 3.302 0.57 0.01 0.57
C 1.962 2.564 3.744 0.02 -0.43 0.00
C 2.940 2.720 4.720 -0.03 -0.52 0.19
C 3.512 1.588 5.319 0.32 0.08 -0.12
C 3.219 0.302 4.843 -0.45 0.49 -0.38
C 2.283 0.160 3.821 0.30 0.07 0.47
C -0.177 2.149 1.689 -0.07 0.79 -0.10
C 0.547 3.164 1.040 -0.62 0.08 -0.49
C -0.121 4.113 0.257 0.09 -0.02 0.46
C -1.515 4.119 0.213 -0.25 0.22 -0.17
C -2.246 3.160 0.920 0.06 -0.05 0.21
C -1.589 2.178 1.663 0.43 0.33 0.06
O 0.400 -2.692 0.162 -1.39 0.83 1.00
H -2.001 -4.835 1.920 0.20 0.03 -0.45
H -2.010 -5.770 0.400 0.14 0.48 0.12
H -0.555 -4.827 0.865 -0.22 -0.09 0.00
H -2.306 -2.636 -1.766 0.24 -0.25 0.03
H -0.747 -3.497 -1.441 -0.34 0.10 -0.17
H -2.189 -4.417 -1.871 -0.11 0.17 0.23
H -4.186 -2.789 -0.116 -0.03 -0.03 0.10
H -4.091 -4.547 -0.295 0.19 0.16 0.05
H -4.013 -3.849 1.319 0.04 0.22 -0.17
H -1.152 0.161 0.569 -0.25 -0.75 0.42
H 1.474 3.431 3.309 0.11 -0.09 0.20
H 3.254 3.722 5.011 -0.13 -0.25 0.10
H 4.228 1.704 6.134 -0.14 0.04 -0.28
H 3.710 -0.586 5.237 -0.08 0.29 0.06
H 2.040 -0.820 3.421 0.04 0.21 0.11
H 1.636 3.171 1.092 -0.27 -0.10 -0.10
H 0.453 4.865 -0.285 -0.18 -0.16 0.16
H -2.049 4.912 -0.334 0.34 -0.53 0.19
H -3.338 3.177 0.907 0.35 0.06 0.00
H -2.159 1.458 2.258 0.24 0.13 -0.34
C -1.808 -0.321 -4.054 -0.07 -0.45 -0.08
C -2.709 0.568 -3.183 -0.23 0.22 -0.06
C -2.015 0.728 -1.827 -0.11 -0.05 0.06
N -0.681 0.132 -1.983 -0.38 0.57 -0.90
C 0.302 0.477 -1.133 -0.48 1.07 1.74
C 1.708 0.361 -1.588 1.20 -0.01 -0.03
C 2.217 1.135 -2.672 -0.70 -0.45 0.54
C 3.525 0.967 -3.119 0.02 0.17 0.28
C 4.408 0.143 -2.407 -0.24 -0.10 0.06
C 3.934 -0.546 -1.280 0.53 0.13 -0.43
C 2.596 -0.461 -0.895 0.03 -0.14 0.26
C -0.445 -0.372 -3.349 0.08 -0.09 -0.29
H -2.208 -1.336 -4.175 -0.04 0.25 0.15
H -1.706 0.098 -5.064 0.00 -0.17 0.30
H -2.810 1.553 -3.651 -0.05 -0.15 0.07
H -3.720 0.164 -3.056 0.24 0.04 -0.14
H -1.959 1.793 -1.547 0.22 -0.34 0.02
H -2.563 0.217 -1.025 0.10 0.01 -0.11
H 0.097 1.394 -0.492 0.27 -1.23 -1.19
H 1.547 1.864 -3.140 0.31 -0.30 -0.02
H 3.861 1.519 -4.002 -0.06 -0.15 0.38
H 5.457 0.057 -2.734 -0.67 -0.02 0.26
H 4.639 -1.162 -0.713 -0.38 0.17 -0.15
H 2.222 -1.025 -0.032 0.19 0.18 -0.46
H -0.006 -1.380 -3.337 -0.17 0.26 0.12
H 0.248 0.265 -3.917 -0.03 -0.10 0.42

Record 2
76
Properties=species:S:1:pos:R:3:forces:R:3 method="wB97M-V/def2-TZVPD" orbital_gap_ev="7.334 / 7.351" spin_multiplicity=2 relative_energy_kcal_mol=34.1 homo_ev="-12.9 / -12.9" total_charge=+2
Co 0.640 -1.638 0.330 -0.23 -0.45 0.88
C 3.672 -1.113 0.409 -0.03 0.08 0.20
C 3.580 -0.188 1.627 -0.08 -0.15 -0.16
N 2.224 0.284 1.900 0.32 -0.02 0.40
C 1.636 0.016 3.194 -0.17 0.03 -0.24
C 0.854 -1.286 3.401 0.15 0.02 -0.03
C 0.494 -1.629 4.699 0.00 -0.08 -0.05
C -0.189 -2.809 4.930 -0.02 0.04 -0.01
C -0.449 -3.655 3.864 0.05 0.00 0.00
C -0.053 -3.271 2.597 0.02 -0.06 0.16
C -0.267 -4.216 1.430 -0.03 0.08 0.06
N 0.459 -3.797 0.224 -0.25 0.14 -0.17
C 1.807 -4.388 0.060 0.30 0.24 -0.04
C 2.799 -3.319 -0.387 -0.03 -0.20 -0.05
N 2.724 -2.228 0.590 -0.54 0.56 -0.63
N 0.538 -2.087 2.368 -0.11 0.18 -0.48
H 4.697 -1.486 0.324 0.01 0.04 -0.06
H 3.420 -0.583 -0.512 -0.05 -0.10 0.00
H 4.232 0.674 1.472 0.15 -0.13 -0.02
H 3.965 -0.731 2.496 -0.01 0.06 0.04
H 1.590 0.109 1.147 -0.20 0.27 -0.33
H 0.962 0.841 3.441 0.03 -0.12 0.16
H 2.432 0.042 3.939 -0.02 0.00 0.03
H 0.759 -0.977 5.520 0.00 0.04 -0.02
H -0.493 -3.084 5.931 0.02 0.01 0.01
H -0.943 -4.606 4.014 0.03 -0.02 -0.01
H -1.336 -4.254 1.219 0.02 -0.03 -0.07
H 0.032 -5.219 1.744 -0.06 -0.02 -0.02
H -0.089 -4.035 -0.594 -0.01 -0.09 0.03
H 1.799 -5.208 -0.659 -0.05 -0.06 0.07
H 2.132 -4.789 1.023 -0.04 -0.05 0.00
H 2.521 -2.918 -1.364 0.06 0.00 0.00
H 3.801 -3.754 -0.459 0.01 0.05 0.00
H 2.906 -2.621 1.510 -0.23 0.05 0.07
O -5.574 -0.889 0.980 -0.13 0.11 0.03
C -4.286 -1.028 0.700 0.37 -0.01 -0.04
C -3.726 -2.132 0.049 -0.09 -0.05 -0.02
C -2.365 -2.163 -0.142 -0.10 0.05 -0.16
N -1.519 -1.211 0.278 0.77 -0.20 0.07
C -2.079 -0.150 0.858 -0.04 0.04 0.13
Br -0.936 1.221 1.450 0.00 0.04 -0.17
C -3.427 0.004 1.083 -0.22 -0.06 -0.01
H -6.108 -1.640 0.691 0.03 -0.05 -0.04
H -4.342 -2.949 -0.301 0.01 0.01 -0.03
H -1.925 -2.985 -0.690 0.00 -0.02 0.05
H -3.827 0.886 1.561 0.05 0.00 0.02
C -2.963 3.020 -1.733 -0.15 -0.10 -0.07
O -1.579 3.134 -1.437 0.29 -0.24 -0.05
C -1.001 4.351 -1.502 0.18 0.00 0.14
C -1.727 5.533 -1.619 -0.09 -0.02 -0.03
C -1.097 6.764 -1.621 0.10 0.03 -0.01
C 0.283 6.844 -1.504 -0.01 0.06 0.04
C 1.011 5.681 -1.370 0.08 -0.27 -0.11
C 0.399 4.427 -1.385 -0.25 0.51 -0.29
N 1.261 3.320 -1.131 -0.09 -0.37 0.22
C 1.240 2.037 -1.433 0.11 0.23 -0.08
C 0.569 1.350 -2.456 -0.30 -0.45 0.06
C 0.074 1.993 -3.616 -0.04 0.10 0.02
C -0.496 1.282 -4.632 0.02 0.16 -0.06
C -0.582 -0.116 -4.528 0.02 0.01 0.08
C -0.100 -0.780 -3.428 0.00 -0.11 0.04
C 0.483 -0.084 -2.346 -0.27 0.21 -0.16
O 0.927 -0.720 -1.308 0.68 0.08 0.38
H -3.220 3.544 -2.656 0.04 0.01 0.01
H -3.582 3.393 -0.914 0.05 0.05 0.00
H -3.150 1.957 -1.876 0.02 0.02 0.05
H -2.805 5.493 -1.681 0.03 -0.01 -0.01
H -1.689 7.665 -1.697 -0.01 0.00 -0.03
H 0.787 7.799 -1.504 -0.01 0.00 0.01
H 2.090 5.724 -1.265 0.00 0.04 -0.01
H 2.020 3.594 -0.523 -0.05 -0.13 0.17
H 1.910 1.441 -0.823 0.06 0.03 0.02
H 0.210 3.062 -3.719 -0.09 0.04 0.05
H -0.854 1.786 -5.518 0.03 -0.02 -0.01
H -1.024 -0.676 -5.342 0.01 -0.04 0.02
H -0.140 -1.861 -3.375 -0.03 0.01 0.03